[1]
{"formula": "CH5INP", "method": "ωB97M-V with the def2-TZVPD basis set", "e_lumo_ev": -0.256, "charge": 0, "homo_lumo_gap_ev": 8.01, "energy_ev": -19995.2424, "multiplicity": 1, "species": ["C", "N", "P", "I", "H", "H", "H", "H", "H"], "coordinates": [[0.9061, -0.6764, 0.3799], [0.3071, 0.6281, 0.3439], [-1.1851, 1.2252, -0.2355], [-2.7529, -0.5550, -0.0795], [1.0832, -1.1175, 1.3183], [0.2077, -1.4554, -0.1767], [1.8344, -0.4921, -0.0714], [0.7672, 1.3217, 0.9830], [-1.1677, 1.1214, -2.4620]]}



[2]
{"formula": "C45H120O15", "method": "ωB97M-V with the def2-TZVPD basis set", "e_lumo_ev": 0.279, "charge": 0, "homo_lumo_gap_ev": 9.52, "energy_ev": -79321.1079, "multiplicity": 1, "species": ["C", "C", "C", "O", "H", "H", "H", "H", "H", "H", "H", "H", "C", "C", "C", "O", "H", "H", "H", "H", "H", "H", "H", "H", "C", "C", "C", "O", "H", "H", "H", "H", "H", "H", "H", "H", "C", "C", "C", "O", "H", "H", "H", "H", "H", "H", "H", "H", "C", "C", "C", "O", "H", "H", "H", "H", "H", "H", "H", "H", "C", "C", "C", "O", "H", "H", "H", "H", "H", "H", "H", "H", "C", "C", "C", "O", "H", "H", "H", "H", "H", "H", "H", "H", "C", "C", "C", "O", "H", "H", "H", "H", "H", "H", "H", "H", "C", "C", "C", "O", "H", "H", "H", "H", "H", "H", "H", "H", "C", "C", "C", "O", "H", "H", "H", "H", "H", "H", "H", "H", "C", "C", "C", "O", "H", "H", "H", "H", "H", "H", "H", "H", "C", "C", "C", "O", "H", "H", "H", "H", "H", "H", "H", "H", "C", "C", "C", "O", "H", "H", "H", "H", "H", "H", "H", "H", "C", "C", "C", "O", "H", "H", "H", "H", "H", "H", "H", "H", "C", "C", "C", "O", "H", "H", "H", "H", "H", "H", "H", "H"], "coordinates": [[0.1913, 1.4849, 4.1857], [-1.1298, 2.1532, 4.4874], [-2.4241, 1.2853, 4.3805], [-1.0996, 2.5355, 5.8106], [0.9711, 2.2463, 4.1704], [0.0603, 0.9860, 3.2255], [0.4365, 0.7475, 4.9500], [-1.1951, 3.0441, 3.8629], [-2.6027, 0.9060, 3.3743], [-3.3185, 1.8416, 4.6611], [-2.3332, 0.3882, 4.9930], [-0.1847, 2.7395, 6.0176], [-2.6265, 3.9883, 1.0545], [-3.0880, 4.0786, -0.3742], [-2.9870, 5.4961, -0.9212], [-2.1827, 3.2947, -1.0705], [-3.3253, 4.5138, 1.7053], [-1.6755, 4.4632, 1.2957], [-2.5689, 2.9728, 1.4464], [-4.0886, 3.6471, -0.4002], [-1.9996, 5.8760, -0.6590], [-3.7135, 6.1731, -0.4718], [-3.0308, 5.5905, -2.0062], [-1.9528, 2.5233, -0.5473], [-4.9393, -4.5449, 3.3393], [-3.8122, -3.5569, 3.0234], [-3.4399, -3.5933, 1.5769], [-4.4309, -2.3240, 3.1051], [-5.0822, -4.6839, 4.4109], [-4.6678, -5.5742, 3.1052], [-5.8984, -4.3902, 2.8451], [-2.9300, -3.5843, 3.6631], [-4.3094, -3.5055, 0.9255], [-2.9466, -4.5134, 1.2636], [-2.7461, -2.7945, 1.3152], [-4.3706, -1.9642, 3.9931], [-2.3602, -3.8348, -2.3318], [-2.8473, -5.1278, -2.9430], [-2.6091, -5.3075, -4.4560], [-2.2090, -6.2096, -2.3014], [-1.2878, -3.6655, -2.4288], [-2.6010, -3.8264, -1.2688], [-2.9064, -2.9580, -2.6796], [-3.9167, -5.1792, -2.7386], [-3.2152, -4.6542, -5.0836], [-2.8328, -6.3280, -4.7668], [-1.5357, -5.1926, -4.6074], [-1.3478, -6.3336, -2.7070], [-0.6689, -1.3748, -5.1881], [0.6455, -0.8747, -5.8144], [1.6786, -1.9658, -6.1769], [0.2209, -0.3580, -7.0290], [-1.1045, -2.2117, -5.7338], [-1.4307, -0.5987, -5.2611], [-0.5840, -1.7388, -4.1642], [1.0956, -0.0318, -5.2900], [2.4642, -1.5579, -6.8130], [1.3817, -2.8236, -6.7804], [2.0783, -2.2638, -5.2077], [-0.1303, -1.0917, -7.5390], [5.3969, -4.2265, -0.4511], [4.9102, -2.8659, -0.1949], [3.4427, -2.6010, -0.5724], [5.0028, -2.7702, 1.1857], [5.4122, -4.3914, -1.5285], [4.8532, -5.0474, 0.0164], [6.4538, -4.3174, -0.2004], [5.5748, -2.1104, -0.6139], [2.7765, -3.3219, -0.0987], [3.1665, -2.5234, -1.6240], [3.1694, -1.6148, -0.1971], [4.7480, -3.5983, 1.5990], [0.5295, -4.4606, 1.1220], [0.4724, -5.8550, 1.7706], [-0.5124, -6.8059, 1.2137], [1.7864, -6.3622, 1.6270], [0.9218, -4.5152, 0.1065], [1.2152, -3.8144, 1.6701], [-0.4625, -4.0099, 1.0897], [0.3820, -5.8196, 2.8563], [-0.5262, -6.8722, 0.1258], [-1.5285, -6.4385, 1.3572], [-0.5340, -7.7973, 1.6662], [1.8250, -7.0300, 0.9383], [2.7766, 5.6957, 1.9394], [1.5467, 4.9876, 2.4406], [0.9842, 5.5597, 3.7208], [0.6078, 5.1946, 1.4358], [3.3610, 5.0914, 1.2456], [3.3379, 5.9810, 2.8291], [2.5741, 6.6400, 1.4339], [1.7686, 3.9215, 2.4877], [0.5751, 6.5547, 3.5455], [1.6801, 5.5781, 4.5595], [0.1791, 4.9098, 4.0635], [1.0404, 4.8488, 0.6516], [5.4943, 1.6567, -3.1641], [4.1206, 1.7534, -2.4929], [3.4353, 0.4294, -2.1576], [4.3110, 2.4943, -1.3220], [5.4246, 1.0405, -4.0605], [6.2463, 1.2994, -2.4606], [5.8770, 2.6074, -3.5354], [3.4608, 2.2959, -3.1699], [3.0721, -0.1674, -2.9943], [2.5223, 0.5080, -1.5675], [4.1588, -0.1498, -1.5839], [5.1464, 2.2079, -0.9456], [4.9341, 2.2434, 2.0301], [4.8328, 0.7305, 2.0401], [3.4409, 0.1315, 2.1745], [5.4583, 0.2547, 0.8983], [4.3791, 2.8018, 1.2763], [5.9540, 2.6137, 1.9270], [4.5541, 2.6309, 2.9754], [5.5222, 0.3622, 2.7999], [3.3389, -0.9261, 1.9314], [2.8064, 0.5907, 1.4164], [3.0850, 0.2486, 3.1981], [5.2111, -0.6721, 0.8601], [-5.8157, -1.2854, -0.2138], [-4.9563, -0.0719, 0.1672], [-5.6455, 1.0008, 0.9922], [-3.9696, -0.6083, 0.9684], [-6.3526, -1.6207, 0.6735], [-5.2838, -2.1556, -0.5986], [-6.5891, -1.0553, -0.9467], [-4.5618, 0.3881, -0.7388], [-5.9444, 0.6349, 1.9745], [-6.5241, 1.3067, 0.4243], [-5.0973, 1.9119, 1.2320], [-4.3654, -1.0552, 1.7202], [0.8132, 5.7694, -2.0080], [2.2221, 5.0624, -2.1202], [3.4012, 5.9561, -1.8394], [2.2245, 4.0511, -1.1315], [0.6568, 6.6387, -2.6467], [0.6606, 6.1628, -1.0030], [-0.0202, 5.0899, -2.1866], [2.4283, 4.5995, -3.0852], [4.2333, 5.2905, -2.0687], [3.2680, 6.3336, -0.8256], [3.3621, 6.7471, -2.5884], [3.0040, 3.4945, -1.1974], [-0.9018, 2.2512, -4.1641], [-2.1148, 2.9890, -4.7471], [-3.3309, 2.0383, -4.7736], [-2.3063, 4.1169, -3.8819], [-0.3359, 1.7103, -4.9226], [-1.2024, 1.4884, -3.4458], [-0.1832, 2.9278, -3.7015], [-1.8806, 3.3521, -5.7478], [-3.5691, 1.7053, -3.7634], [-3.1779, 1.1169, -5.3355], [-4.2343, 2.4333, -5.2382], [-2.2050, 3.8119, -2.9773], [-0.4799, -0.8279, -0.5249], [-0.6519, 0.3793, 0.3396], [0.2927, 1.4881, 0.1008], [-1.9671, 0.9044, 0.1467], [-1.4288, -1.3504, -0.6463], [0.3042, -1.4728, -0.1283], [-0.2763, -0.5516, -1.5594], [-0.5922, 0.1182, 1.3961], [0.1127, 2.1065, -0.7785], [1.3013, 1.0747, 0.1034], [0.2620, 2.1775, 0.9445], [-2.5718, 0.2059, 0.4077], [1.4004, -3.3127, 4.8898], [0.1908, -2.3911, 5.0310], [-0.4800, -2.0536, 3.7091], [-0.6861, -3.0181, 5.9169], [2.1397, -2.8529, 4.2339], [1.0978, -4.2337, 4.3916], [1.7894, -3.5163, 5.8875], [0.5222, -1.4594, 5.4896], [-1.3758, -1.4582, 3.8856], [-0.7351, -2.9146, 3.0913], [0.1046, -1.4528, 3.0124], [-0.2085, -3.3321, 6.6882]]}



[3]
{"formula": "C5H8ClNO", "method": "ωB97M-V with the def2-TZVPD basis set", "smiles": "C[C@@]1(Cl)CCNC1=O", "e_lumo_ev": 0.703, "charge": 0, "homo_lumo_gap_ev": 10.57, "energy_ev": -21375.3064, "multiplicity": 1, "species": ["C", "C", "Cl", "C", "C", "N", "C", "O", "H", "H", "H", "H", "H", "H", "H", "H"], "coordinates": [[-1.6158, -0.5595, -0.5689], [-0.1393, -0.7928, -0.2475], [0.2432, -2.5021, -0.9022], [0.7489, 0.2722, -0.8813], [0.8223, 1.3009, 0.1914], [0.9266, 0.4694, 1.3837], [0.1785, -0.6436, 1.2499], [-0.1096, -1.4003, 2.1639], [-1.8571, 0.4551, -0.2716], [-1.8469, -0.6246, -1.6621], [-2.2209, -1.2729, -0.0123], [0.2982, 0.5993, -1.8333], [1.7728, -0.1297, -1.1071], [1.7095, 1.9334, 0.0477], [-0.0453, 1.9892, 0.1898], [1.1348, 0.9059, 2.2599]]}



[4]
{"formula": "C13H7AuCl2N2O6", "method": "ωB97M-V with the def2-TZVPD basis set", "e_lumo_ev": [-1.231, -1.231], "charge": 0, "homo_lumo_gap_ev": [7.84, 7.84], "energy_ev": -57591.8848, "multiplicity": 1, "species": ["Au", "O", "C", "O", "C", "C", "C", "C", "C", "N", "C", "O", "O", "H", "H", "H", "H", "Cl", "C", "C", "C", "C", "C", "Cl", "C", "N", "H", "H", "H", "O", "O"], "coordinates": [[-0.0524, -0.9196, 0.4455], [2.3538, 3.2294, 0.4867], [1.7992, 2.0739, 0.0860], [0.7533, 1.9949, -0.4858], [2.6946, 0.9021, 0.3574], [4.0608, 1.0777, 0.4576], [4.8765, -0.0414, 0.5588], [4.2944, -1.2893, 0.5627], [2.9124, -1.3873, 0.4903], [2.1268, -0.3138, 0.3970], [2.2465, -2.7526, 0.4814], [2.9456, -3.7379, 0.5685], [0.9691, -2.7141, 0.3501], [1.7432, 3.9416, 0.2428], [4.4686, 2.0763, 0.4292], [5.9508, 0.0707, 0.6162], [4.8599, -2.2075, 0.6291], [-1.6066, -1.3013, -1.9760], [-2.8483, -0.9195, -0.6590], [-4.1771, -0.9444, -1.3320], [-5.0116, 0.0835, -1.2335], [-4.6844, 1.2913, -0.4821], [-3.4972, 1.4494, 0.1010], [-3.1130, 2.8840, 0.9777], [-2.4433, 0.4187, 0.0158], [-1.3335, 0.5949, 0.5748], [-4.4087, -1.8354, -1.8979], [-5.9737, 0.0422, -1.7264], [-5.4235, 2.0767, -0.4036], [-1.6527, -1.9298, 1.0809], [-2.8296, -1.9133, 0.2868]]}



[5]
{"formula": "HN6O", "method": "ωB97M-V with the def2-TZVPD basis set", "e_lumo_ev": [3.682, 3.681], "charge": -1, "homo_lumo_gap_ev": [6.95, 6.94], "energy_ev": -10998.7991, "multiplicity": 1, "species": ["N", "N", "N", "N", "N", "N", "O", "H"], "coordinates": [[-0.9585, -1.4042, -1.5163], [-1.3807, -2.1763, -2.3386], [-0.5201, -0.2640, -1.0318], [0.8451, 0.0714, 0.8469], [-0.4562, 0.1688, 0.2735], [1.0457, 1.2186, 1.3736], [2.1806, 1.2539, 1.9999], [-0.7560, 1.1317, 0.3928]]}



> Which value of multiplicity does entry 2 give?

1